{"formula": "C72H180O36", "method": "the ωB97M-V functional and the def2-TZVPD basis", "e_above_lowest_ev": 5.7391, "spin_multiplicity": 1, "fmax_ev_per_a": 4.4, "lumo_energy_ha": 0.009, "charge": 0, "symbols": ["C", "O", "C", "C", "O", "C", "H", "H", "H", "H", "H", "H", "H", "H", "H", "H", "C", "O", "C", "C", "O", "C", "H", "H", "H", "H", "H", "H", "H", "H", "H", "H", "C", "O", "C", "C", "O", "C", "H", "H", "H", "H", "H", "H", "H", "H", "H", "H", "C", "O", "C", "C", "O", "C", "H", "H", "H", "H", "H", "H", "H", "H", "H", "H", "C", "O", "C", "C", "O", "C", "H", "H", "H", "H", "H", "H", "H", "H", "H", "H", "C", "O", "C", "C", "O", "C", "H", "H", "H", "H", "H", "H", "H", "H", "H", "H", "C", "O", "C", "C", "O", "C", "H", "H", "H", "H", "H", "H", "H", "H", "H", "H", "C", "O", "C", "C", "O", "C", "H", "H", "H", "H", "H", "H", "H", "H", "H", "H", "C", "O", "C", "C", "O", "C", "H", "H", "H", "H", "H", "H", "H", "H", "H", "H", "C", "O", "C", "C", "O", "C", "H", "H", "H", "H", "H", "H", "H", "H", "H", "H", "C", "O", "C", "C", "O", "C", "H", "H", "H", "H", "H", "H", "H", "H", "H", "H", "C", "O", "C", "C", "O", "C", "H", "H", "H", "H", "H", "H", "H", "H", "H", "H", "C", "O", "C", "C", "O", "C", "H", "H", "H", "H", "H", "H", "H", "H", "H", "H", "C", "O", "C", "C", "O", "C", "H", "H", "H", "H", "H", "H", "H", "H", "H", "H", "C", "O", "C", "C", "O", "C", "H", "H", "H", "H", "H", "H", "H", "H", "H", "H", "C", "O", "C", "C", "O", "C", "H", "H", "H", "H", "H", "H", "H", "H", "H", "H", "C", "O", "C", "C", "O", "C", "H", "H", "H", "H", "H", "H", "H", "H", "H", "H", "C", "O", "C", "C", "O", "C", "H", "H", "H", "H", "H", "H", "H", "H", "H", "H"], "coordinates": [[14.9648, -4.8054, -15.7618], [14.3111, -3.5669, -15.8325], [14.9568, -2.4534, -15.0960], [13.9647, -1.1922, -14.9528], [14.2690, -0.4344, -13.7630], [13.3058, 0.5732, -13.5776], [14.8002, -5.1269, -14.7334], [16.0456, -4.8928, -15.8730], [14.6308, -5.4090, -16.6057], [15.9328, -2.1802, -15.4972], [15.3399, -2.8916, -14.1743], [12.9523, -1.5959, -14.9351], [13.8612, -0.5791, -15.8481], [13.4111, 1.3439, -14.3411], [13.5056, 1.0876, -12.6376], [12.2785, 0.2130, -13.6335], [15.4188, -4.2540, -2.8006], [16.2498, -3.8122, -1.8096], [16.2257, -2.4205, -1.6124], [16.4929, -1.4941, -2.8604], [17.6929, -2.0016, -3.5056], [17.8383, -1.6742, -4.8504], [15.2647, -5.3325, -2.7666], [15.8707, -4.0294, -3.7668], [14.4383, -3.7828, -2.7325], [16.7822, -2.0007, -0.7744], [15.1833, -2.1331, -1.4750], [16.6550, -0.4700, -2.5240], [15.7002, -1.3743, -3.5990], [18.5829, -2.3280, -5.3044], [18.0283, -0.6067, -4.7388], [16.9017, -1.6411, -5.4070], [13.0554, 2.3110, -9.3455], [11.8252, 2.9022, -9.2895], [11.6852, 4.1154, -10.2021], [12.3632, 5.3090, -9.5176], [13.8177, 5.3068, -9.2893], [14.4842, 6.4792, -9.6529], [12.9784, 1.2447, -9.1325], [13.8132, 2.7656, -8.7074], [13.5240, 2.3743, -10.3276], [10.6512, 4.3129, -10.4850], [12.2376, 3.8702, -11.1092], [11.9147, 5.3488, -8.5249], [12.1396, 6.3023, -9.9067], [14.4563, 7.3059, -8.9430], [14.1642, 6.8487, -10.6271], [15.5429, 6.2226, -9.6915], [25.2761, -0.0116, -7.7066], [24.2516, -0.9685, -7.8448], [24.4433, -2.1399, -8.5662], [25.7134, -2.9161, -8.1057], [27.0168, -2.3476, -8.5424], [28.2938, -2.8589, -8.0441], [26.1604, -0.3760, -7.1838], [25.0222, 0.8038, -7.0294], [25.5620, 0.4431, -8.6551], [24.5448, -1.8002, -9.5969], [23.5434, -2.6978, -8.3075], [25.7590, -3.9958, -8.2479], [25.5940, -3.0164, -7.0270], [28.3939, -3.9297, -8.2213], [28.4496, -2.5006, -7.0265], [28.9820, -2.2682, -8.6488], [18.2314, 4.7153, -12.1173], [18.4569, 3.3639, -12.6109], [18.7352, 2.4319, -11.5691], [19.7928, 2.9849, -10.4767], [19.2261, 3.9958, -9.6619], [20.0498, 4.4829, -8.6069], [17.8852, 5.3950, -12.8959], [19.2078, 5.1601, -11.9251], [17.5672, 4.7848, -11.2558], [19.0549, 1.5046, -12.0447], [17.8094, 2.4210, -10.9941], [20.6817, 3.4594, -10.8923], [20.2404, 2.1742, -9.9018], [20.9266, 5.0343, -8.9464], [20.3417, 3.6478, -7.9702], [19.4636, 5.2249, -8.0647], [9.9412, -2.8702, -4.1610], [9.9705, -2.2426, -2.9192], [10.5564, -0.9448, -2.8573], [12.0352, -0.9372, -2.6543], [12.7258, -1.6862, -3.6433], [12.9147, -1.0213, -4.8647], [10.9429, -3.0663, -4.5434], [9.4351, -2.3506, -4.9747], [9.5493, -3.8862, -4.1138], [10.1468, -0.7862, -1.8597], [10.0991, -0.2994, -3.6072], [12.2376, -1.5152, -1.7526], [12.4787, 0.0572, -2.6032], [13.6741, -1.4383, -5.5262], [12.9181, 0.0663, -4.7936], [11.9904, -1.1275, -5.4327], [19.6895, 10.9286, -9.4435], [19.1323, 10.1062, -8.3842], [20.2111, 9.2003, -7.9248], [19.6112, 8.3010, -6.7938], [18.6832, 7.3177, -7.0742], [18.3296, 6.4236, -6.0053], [19.7513, 10.3573, -10.3697], [20.6550, 11.3547, -9.1708], [19.0657, 11.8220, -9.4142], [20.9673, 9.8670, -7.5104], [20.6115, 8.5925, -8.7362], [19.0246, 8.9992, -6.1967], [20.5035, 7.9518, -6.2742], [18.1929, 6.9538, -5.0628], [19.1841, 5.7700, -5.8301], [17.3859, 5.9163, -6.2058], [16.3442, 3.0334, -15.8203], [17.3693, 2.2589, -16.4954], [17.4333, 0.8749, -16.2503], [18.1817, 0.7381, -14.9101], [18.9932, -0.3963, -14.9939], [19.7738, -0.6036, -13.8208], [16.4838, 2.9489, -14.7426], [15.3580, 2.7481, -16.1864], [16.4630, 4.0868, -16.0736], [17.9553, 0.3841, -17.0717], [16.4177, 0.4944, -16.3584], [17.4334, 0.5781, -14.1339], [18.8341, 1.5815, -14.6839], [20.4876, 0.1964, -13.6245], [20.2891, -1.5632, -13.7773], [19.0890, -0.6828, -12.9764], [12.5096, -3.7754, -7.8402], [13.9390, -3.8964, -7.4387], [14.8881, -3.4123, -8.2863], [14.7140, -1.9765, -8.6284], [13.7840, -1.6716, -9.6348], [13.9090, -2.2862, -10.9504], [12.1169, -2.7729, -7.6706], [11.9341, -4.5038, -7.2688], [12.2883, -4.0068, -8.8822], [15.0747, -4.0007, -9.1846], [15.7434, -3.5618, -7.6273], [15.6400, -1.5737, -9.0389], [14.3496, -1.4441, -7.7498], [14.0480, -3.3628, -10.8523], [14.7938, -1.9261, -11.4753], [13.0160, -2.0253, -11.5184], [26.2783, 4.8852, -13.2028], [25.7154, 3.5692, -13.2750], [26.3090, 2.5919, -12.4630], [25.7460, 2.4095, -11.1080], [24.4370, 2.2238, -11.2891], [23.6752, 1.6337, -10.2727], [25.6719, 5.5351, -13.8338], [27.2583, 4.8093, -13.6740], [26.4358, 5.2550, -12.1896], [27.3499, 2.8400, -12.2552], [26.2839, 1.6291, -12.9733], [25.8748, 3.3098, -10.5072], [26.2016, 1.5477, -10.6204], [22.6567, 1.5260, -10.6457], [23.5504, 2.2363, -9.3730], [23.8561, 0.5854, -10.0353], [11.0043, 2.5790, -4.8128], [10.6197, 2.1892, -3.4260], [9.5177, 2.9300, -2.9321], [9.7761, 4.4378, -2.6082], [8.7273, 4.7845, -1.6453], [9.0033, 5.8518, -0.7624], [11.7733, 1.8535, -5.0782], [11.6641, 3.4391, -4.9264], [10.1625, 2.8817, -5.4356], [9.3130, 2.4565, -1.9718], [8.6354, 2.7968, -3.5581], [9.8749, 4.9676, -3.5556], [10.7302, 4.6098, -2.1100], [9.7412, 5.6176, 0.0049], [8.1386, 6.0918, -0.1436], [9.3161, 6.7548, -1.2865], [14.0511, 2.7621, -2.9865], [15.1113, 1.8936, -2.4921], [15.6151, 2.1938, -1.1793], [16.7007, 3.3832, -1.1413], [16.2363, 4.5115, -1.8735], [17.2738, 5.2662, -2.4399], [13.7003, 2.3688, -3.9406], [14.4792, 3.7444, -3.1864], [13.2402, 2.8434, -2.2627], [16.0037, 1.2580, -0.7776], [14.7579, 2.2833, -0.5120], [17.4647, 2.8860, -1.7389], [17.2454, 3.6649, -0.2401], [18.0408, 4.7298, -2.9986], [17.8535, 5.8229, -1.7036], [16.9104, 5.8995, -3.2492], [18.0391, -4.7334, -9.9301], [17.3069, -3.8582, -10.7054], [18.0626, -3.1240, -11.6184], [18.2722, -3.9467, -12.9809], [19.1231, -5.1704, -12.7841], [19.5748, -5.7447, -14.0634], [17.4785, -5.0977, -9.0692], [18.8091, -4.1426, -9.4340], [18.2766, -5.6621, -10.4489], [19.0830, -2.9572, -11.2734], [17.4713, -2.2273, -11.8042], [18.5640, -3.2559, -13.7720], [17.3018, -4.1413, -13.4374], [18.7249, -5.8312, -14.7404], [20.0791, -6.7109, -14.0460], [20.3325, -5.1363, -14.5571], [13.3645, 6.2171, -0.1182], [12.7286, 6.8626, -1.1915], [13.2506, 6.2892, -2.3922], [12.5549, 6.9141, -3.6397], [11.9216, 5.9858, -4.4856], [10.9736, 6.5090, -5.5207], [13.3894, 5.1299, -0.1914], [12.8506, 6.4439, 0.8159], [14.3966, 6.5673, -0.1032], [13.1779, 5.2017, -2.4033], [14.3038, 6.5354, -2.5274], [13.2853, 7.3715, -4.3071], [11.8795, 7.6845, -3.2677], [10.5505, 5.7945, -6.2268], [11.4384, 7.2756, -6.1408], [10.1019, 7.0646, -5.1749], [23.0287, 3.0748, -5.5509], [22.2704, 1.8217, -5.5876], [22.3766, 1.0457, -4.4010], [21.6304, 1.7381, -3.1812], [20.2102, 1.6441, -3.1758], [19.4490, 2.0779, -4.3012], [23.4921, 3.3540, -6.4972], [23.9232, 2.7879, -4.9980], [22.4335, 3.8340, -5.0436], [23.4206, 0.7734, -4.2462], [21.8527, 0.1030, -4.5587], [21.8066, 2.8121, -3.1212], [22.0037, 1.3688, -2.2260], [19.8540, 3.0554, -4.5632], [18.4209, 1.9458, -3.9642], [19.5578, 1.3637, -5.1174], [8.8990, 0.4434, -7.1993], [8.1152, -0.0841, -6.1373], [6.7215, -0.1203, -6.1614], [6.1368, -0.7909, -7.3870], [6.3340, -0.1899, -8.6601], [5.6027, -0.9066, -9.6888], [9.9353, 0.1160, -7.1165], [8.8800, 1.5328, -7.1678], [8.6268, -0.0088, -8.1530], [6.3104, 0.8801, -6.0262], [6.4715, -0.6608, -5.2484], [5.0751, -1.0323, -7.3354], [6.5015, -1.8161, -7.4492], [5.7578, -1.9854, -9.7035], [5.9678, -0.6188, -10.6746], [4.5394, -0.6670, -9.6755], [14.7718, 3.1025, -6.4221], [15.1436, 1.7786, -6.6243], [16.5210, 1.4922, -6.8260], [16.7536, 1.1648, -8.3344], [17.8539, 0.3160, -8.6091], [19.0638, 0.4246, -7.8412], [15.1979, 3.7063, -7.2234], [15.0287, 3.5335, -5.4545], [13.6886, 3.1956, -6.4993], [16.7169, 0.6114, -6.2144], [17.2845, 2.1964, -6.4952], [16.9476, 2.0134, -8.9903], [15.8162, 0.8176, -8.7689], [18.8980, -0.1434, -6.9258], [19.3119, 1.4728, -7.6740], [19.8774, -0.1500, -8.2838], [15.5846, 10.1366, -8.2885], [15.1514, 9.8502, -7.0215], [16.2627, 9.4900, -6.1297], [15.8941, 9.8785, -4.6919], [16.9709, 10.0296, -3.7589], [17.6572, 11.2369, -3.6675], [16.3687, 9.5136, -8.7188], [16.1220, 11.0818, -8.2115], [14.8088, 10.0738, -9.0516], [17.2067, 9.9484, -6.4246], [16.4597, 8.4392, -6.3418], [15.2704, 9.1112, -4.2332], [15.2924, 10.7831, -4.7796], [18.6462, 11.4264, -4.0848], [17.5535, 11.6767, -2.6756], [17.0896, 11.9747, -4.2345]]}